(1)
A structure of composition F10InN3O11PS4 in a non-equilibrium geometry, computed with ωB97M-V/def2-TZVPD.

Summary:
- HOMO-LUMO gap (eV) = 2.62
- 2S+1 = 1
- HOMO level (Ha) = -0.3132
- strongest force on any atom (eV/Å) = 9.055
- total charge = -1
- energy above the lowest of the compared OMol25 structures with the same formula, charge and spin (kJ/mol) = 0.0

Geometry (Å):
1 In -19.3852 9.2125 9.8590
2 P -20.5734 12.6445 8.4582
3 F -19.8702 13.0037 7.0290
4 F -21.9649 13.0858 7.7660
5 F -20.5760 11.0900 7.8760
6 F -21.2595 12.2192 9.8715
7 F -19.1018 12.2967 8.9968
8 F -20.2988 14.1972 8.9273
9 N -21.6078 8.8361 11.8010
10 S -21.7513 8.3200 13.2491
11 O -22.6672 7.1533 13.4831
12 O -21.6029 9.3189 14.2783
13 F -20.3289 7.6055 13.2620
14 S -23.1702 9.5030 11.8178
15 O -23.4160 10.7033 12.6528
16 O -24.2892 8.6174 11.5451
17 F -22.9797 10.2325 10.3861
18 N -18.0846 8.7927 7.4576
19 S -17.4806 7.5161 6.7785
20 O -16.0950 7.2197 7.1311
21 O -17.9576 7.0422 5.4643
22 F -18.2792 6.5273 7.8098
23 S -17.4577 9.7557 6.2083
24 O -18.4573 10.0427 5.1300
25 O -16.0452 9.6812 5.8234
26 F -17.4936 11.2149 6.9174
27 N -20.5846 5.2846 10.5405
28 O -20.1010 4.2538 10.1882
29 O -20.1276 6.3660 10.1116
30 O -21.5274 5.1499 11.3794


(2)
A cluster of 2 separate species, C41H68O3Si2 in total in a non-equilibrium geometry, computed with ωB97M-V/def2-TZVPD.

Summary:
- HOMO-LUMO gap (eV) = 7.03
- 2S+1 = 1
- HOMO level (Ha) = -0.3187
- strongest force on any atom (eV/Å) = 8.220
- total charge = 0

Geometry (Å):
1 C 9.2695 -2.1375 -1.0305
2 C 9.4608 -0.4871 -1.1560
3 C 8.4093 0.0355 -2.3046
4 C 7.8173 1.5506 -2.0521
5 C 7.0017 1.7302 -0.6390
6 C 5.3940 1.3252 -0.8194
7 C 4.3864 2.4171 -0.0808
8 C 3.1211 2.8673 -1.0614
9 C 1.6867 2.7603 -0.2150
10 C 0.4792 3.6081 -0.9716
11 C -0.8967 3.7388 -0.0658
12 C -2.1951 2.9577 -0.7508
13 C -3.5862 3.8318 -0.6959
14 C -4.9248 2.9719 -0.2948
15 C -6.3351 3.5954 -0.9144
16 C -7.5600 3.5955 0.2112
17 C -8.9348 4.3254 -0.3109
18 C -10.2392 3.3020 -0.4095
19 C -11.1417 3.2784 0.9802
20 C -12.7753 3.2582 0.6468
21 C -13.1532 1.6740 0.3620
22 C -13.5938 0.7887 1.7096
23 C -13.9524 -0.7972 1.4856
24 C -13.8838 -1.5591 0.0026
25 C -14.2296 -3.1609 -0.0136
26 C -13.4777 -0.6873 -1.3250
27 C -13.1266 0.9325 -1.1024
28 C -12.7379 1.7653 -2.4652
29 O -13.0306 3.0781 -2.6736
30 C -11.9646 0.9921 -3.6910
31 C -10.9476 1.8680 -4.6322
32 C -10.2129 1.0970 -5.8841
33 C -10.5233 -0.5273 -6.1141
34 C -11.5402 -1.4006 -5.1141
35 C -12.2975 -0.6242 -3.8846
36 C -13.3753 -1.3298 -2.8295
37 O -14.0968 -2.3403 -3.3202
38 H 9.8049 -2.5912 -1.9760
39 H 8.1294 -2.3999 -1.0976
40 H 9.6723 -2.5708 -0.0160
41 H 10.5899 -0.3030 -1.4296
42 H 9.2726 -0.0579 -0.0818
43 H 8.9981 0.0806 -3.3393
44 H 7.5560 -0.7822 -2.4589
45 H 8.6833 2.3438 -2.1463
46 H 7.0463 1.7499 -2.9402
47 H 7.0403 2.8660 -0.3594
48 H 7.4633 1.1251 0.2536
49 H 5.2761 0.2854 -0.2452
50 H 5.1368 1.2223 -1.9619
51 H 5.0070 3.3584 0.2966
52 H 3.8689 1.9584 0.8921
53 H 3.3460 3.9764 -1.4114
54 H 3.1181 2.1558 -1.9920
55 H 1.4174 1.6130 -0.1294
56 H 1.9166 3.1563 0.8712
57 H 0.8960 4.6959 -1.1540
58 H 0.2871 3.1023 -2.0115
59 H -1.1391 4.8916 0.0892
60 H -0.6567 3.2856 0.9929
61 H -2.3095 1.8786 -0.2558
62 H -1.9157 2.7721 -1.8754
63 H -3.6647 4.4015 -1.7281
64 H -3.4408 4.6593 0.1487
65 H -5.0529 3.0156 0.8904
66 H -4.8210 1.8338 -0.5827
67 H -6.0969 4.7050 -1.2836
68 H -6.6061 2.9615 -1.8776
69 H -7.7759 2.5089 0.5892
70 H -7.1511 4.2416 1.1260
71 H -8.7470 4.7020 -1.4146
72 H -9.2593 5.2650 0.3145
73 H -9.8739 2.2061 -0.6843
74 H -10.9076 3.7273 -1.2890
75 H -10.8228 4.1580 1.6830
76 H -10.9259 2.2206 1.4842
77 H -13.0702 3.9857 -0.2217
78 H -13.2930 3.5722 1.6732
79 H -13.6403 1.3444 2.7596
80 H -14.2734 -1.4138 2.4485
81 H -14.4348 -3.6188 -1.0704
82 H -15.2033 -3.2978 0.6632
83 H -13.3654 -3.7237 0.5752
84 H -10.8096 3.0127 -4.3552
85 H -9.5129 1.7366 -6.5751
86 H -9.9662 -1.0286 -7.0408
87 H -11.6947 -2.5478 -5.3075
88 C 10.7465 -4.1785 3.0460
89 Si 12.1473 -5.1254 2.2175
90 C 11.8747 -6.9686 2.4909
91 C 12.0399 -4.8012 0.3705
92 O 13.6256 -4.6586 2.8785
93 Si 14.3467 -4.6660 4.4017
94 C 16.0864 -3.9583 4.3890
95 C 14.4538 -6.4310 5.0520
96 C 13.3212 -3.6414 5.6029
97 H 10.6578 -4.4601 4.0984
98 H 9.7944 -4.3957 2.5543
99 H 10.9272 -3.1011 2.9892
100 H 12.7205 -7.5406 2.1014
101 H 10.9668 -7.3021 1.9808
102 H 11.7675 -7.1902 3.5549
103 H 12.8125 -5.3553 -0.1698
104 H 12.1574 -3.7365 0.1520
105 H 11.0661 -5.1197 -0.0118
106 H 16.7396 -4.5364 3.7289
107 H 16.5130 -3.9868 5.3986
108 H 16.0832 -2.9182 4.0519
109 H 13.4557 -6.8407 5.2252
110 H 14.9992 -6.4565 6.0009
111 H 14.9718 -7.0698 4.3354
112 H 12.3442 -4.1037 5.7699
113 H 13.1634 -2.6330 5.2068
114 H 13.8285 -3.5584 6.5685


(3)
A structure of composition C30H75CrF3NO24P5S2 in a non-equilibrium geometry, computed with ωB97M-V/def2-TZVPD.

Summary:
- ⟨S²⟩ = 3.7917
- HOMO-LUMO gap (alpha / beta) (eV) = 5.14 / 6.47
- 2S+1 = 4
- HOMO level (alpha / beta) (Ha) = -0.4215 / -0.4215
- strongest force on any atom (eV/Å) = 7.751
- total charge = +1

Geometry (Å):
1 Cr -2.2839 -2.9670 -2.3284
2 F -0.8801 -2.6583 -3.5981
3 N -1.8836 -1.4766 -1.1530
4 S -1.5888 -1.2811 0.5455
5 O -2.4631 -0.4088 1.2642
6 O -0.2899 -1.5647 1.0642
7 F -2.4398 -2.5933 0.9614
8 S -1.1727 -0.0409 -1.4087
9 O 0.2498 -0.0301 -1.4360
10 O -1.9059 1.0883 -0.9299
11 F -1.5410 0.0547 -2.9639
12 C 2.5592 1.0203 3.7308
13 C 1.6393 0.9731 4.9300
14 O 1.1385 -0.3745 4.8356
15 P -0.2693 -0.7666 5.5032
16 O -1.4038 -0.0050 4.9500
17 O -0.4340 -2.3489 5.3154
18 C -0.8838 -2.7918 4.0375
19 C -1.8202 -3.9907 4.2069
20 O -0.0167 -0.6456 7.0516
21 C -0.9590 -0.9591 8.0788
22 C -0.3590 -0.5045 9.4100
23 H 2.9138 2.0343 3.5246
24 H 3.3996 0.3390 3.8597
25 H 2.0906 0.6903 2.8022
26 H 2.3335 1.1470 5.7581
27 H 0.8315 1.6997 4.9928
28 H -1.2807 -1.9894 3.4075
29 H -0.0659 -2.9815 3.3295
30 H -1.3976 -4.7345 4.8834
31 H -2.7575 -3.6597 4.6469
32 H -1.8021 -4.4522 3.2189
33 H -1.8902 -0.4613 7.7899
34 H -1.2914 -1.9998 8.1233
35 H 0.5476 -1.0889 9.5578
36 H -0.0366 0.5309 9.2935
37 H -1.0951 -0.5460 10.2082
38 C -6.5786 -0.4011 -0.6330
39 C -5.0817 -0.4868 -0.8697
40 O -4.9599 0.0919 -2.2233
41 P -4.5812 -0.6826 -3.5481
42 O -3.6798 -1.8758 -3.3461
43 O -6.0329 -1.0694 -4.0866
44 C -6.1807 -2.2104 -4.9720
45 C -6.2720 -1.8302 -6.4469
46 O -3.9486 0.4332 -4.4679
47 C -4.8266 1.2816 -5.2375
48 C -3.9881 1.9421 -6.3105
49 H -6.9072 -0.8988 0.2793
50 H -6.8854 0.6443 -0.6770
51 H -7.1324 -0.8358 -1.4660
52 H -4.4757 0.1315 -0.2162
53 H -4.8190 -1.5460 -0.8895
54 H -5.4321 -2.9951 -4.8709
55 H -7.1516 -2.6124 -4.6901
56 H -7.2640 -1.4282 -6.6654
57 H -5.6071 -1.0098 -6.7255
58 H -6.1019 -2.6026 -7.1947
59 H -5.7190 0.8000 -5.6285
60 H -5.2268 1.9719 -4.4860
61 H -3.2118 1.2315 -6.5971
62 H -4.5137 2.1506 -7.2429
63 H -3.5661 2.8883 -5.9787
64 C 7.6184 1.6406 -4.8359
65 C 7.1322 2.8111 -3.9692
66 O 5.7026 2.7732 -3.9072
67 P 4.8275 2.1311 -2.7344
68 O 5.0525 0.6864 -2.5112
69 O 3.3182 2.4401 -3.0943
70 C 2.4038 1.3548 -3.3922
71 C 1.2971 1.8464 -4.3030
72 O 5.1302 3.0789 -1.4725
73 C 4.3655 2.9962 -0.2978
74 C 4.9589 1.9017 0.6096
75 H 7.6216 0.7706 -4.1789
76 H 6.9587 1.4870 -5.6842
77 H 8.6621 1.8828 -5.0437
78 H 7.5960 2.6675 -2.9930
79 H 7.3751 3.7628 -4.4371
80 H 2.9515 0.4597 -3.6818
81 H 1.9992 1.1599 -2.3981
82 H 1.7726 2.2472 -5.2035
83 H 0.5177 1.1200 -4.4981
84 H 1.0301 2.7964 -3.8309
85 H 4.4250 3.9610 0.2140
86 H 3.2876 2.9542 -0.4841
87 H 4.3311 1.9462 1.5069
88 H 4.8364 0.8833 0.2495
89 H 5.9762 2.1950 0.8531
90 C -0.0992 2.2696 2.1643
91 C -0.4971 3.4982 2.9285
92 O 0.6235 3.9369 3.7680
93 P 1.7448 4.9296 3.2852
94 O 2.8755 4.8188 4.2201
95 O 1.0595 6.3777 3.1842
96 C 0.4777 6.9024 4.3949
97 C -0.3399 8.1498 4.0486
98 O 2.0487 4.5897 1.7558
99 C 2.1162 5.5827 0.7277
100 C 1.2553 4.9945 -0.4145
101 H 0.1574 1.4844 2.8704
102 H -0.8421 1.8847 1.4661
103 H 0.7872 2.5300 1.5841
104 H -0.8249 4.2639 2.2191
105 H -1.3103 3.4069 3.6457
106 H -0.1397 6.1213 4.8406
107 H 1.3215 7.1169 5.0513
108 H 0.2795 9.0446 4.0455
109 H -0.8463 8.0444 3.0885
110 H -1.1601 8.3168 4.7481
111 H 1.7713 6.6089 0.8610
112 H 3.1461 5.8008 0.4363
113 H 1.2479 5.6446 -1.2870
114 H 1.5833 4.0129 -0.7685
115 H 0.2949 4.6922 0.0076
116 C -2.2731 -6.3252 0.9458
117 C -1.2609 -6.8979 -0.0823
118 O -0.0339 -6.1480 0.0009
119 P 0.1662 -5.1097 -1.1978
120 O -1.0434 -4.2521 -1.4321
121 O 1.4570 -4.2718 -0.7263
122 C 1.7516 -3.0681 -1.4750
123 C 2.9279 -2.2464 -0.9017
124 O 0.6975 -5.9162 -2.4475
125 C 1.9208 -6.6732 -2.4724
126 C 1.9010 -7.9446 -1.6895
127 H -3.1603 -6.9479 0.8002
128 H -1.9341 -6.2928 1.9762
129 H -2.6345 -5.3301 0.6765
130 H -1.0641 -7.9275 0.2113
131 H -1.7302 -6.9202 -1.0674
132 H 1.8807 -3.4870 -2.4796
133 H 0.9238 -2.3603 -1.5682
134 H 3.8166 -2.8649 -1.0582
135 H 3.1288 -1.4148 -1.5743
136 H 2.7851 -2.0658 0.1585
137 H 2.1665 -6.7831 -3.5279
138 H 2.7838 -6.0862 -2.1389
139 H 1.0601 -8.5371 -2.0693
140 H 2.7518 -8.5994 -1.8754
141 H 1.7888 -7.8456 -0.6121


(4)
A cluster of 6 separate species, CH13O5S in total, computed with ωB97M-V/def2-TZVPD.

Summary:
- HOMO-LUMO gap (eV) = 7.38
- 2S+1 = 1
- HOMO level (Ha) = -0.1431
- strongest force on any atom (eV/Å) = 0.894
- total charge = -1
- energy above the lowest of the compared OMol25 structures with the same formula, charge and spin (kJ/mol) = 66.5

Geometry (Å):
1 C -1.8923 -1.5957 -1.5502
2 S -1.0417 -1.0542 -0.0162
3 H -1.5675 -1.0784 -2.4398
4 H -2.9456 -1.3824 -1.3860
5 H -1.7914 -2.6744 -1.6458
6 H -1.2857 1.3374 -1.8317
7 H -0.0870 0.9054 -2.5578
8 O -0.9327 1.3389 -2.7315
9 H 1.1991 -0.4242 0.5124
10 H 2.2349 0.2005 1.4477
11 O 2.0287 0.0991 0.5127
12 H 1.9211 -2.8688 0.5222
13 H 0.5175 -3.0748 0.9826
14 O 1.3655 -3.5611 0.9084
15 H 2.2438 3.4230 0.4623
16 H 1.0640 3.1145 1.3091
17 O 1.8202 3.7222 1.2760
18 H -1.1525 2.2189 0.9552
19 H -0.8130 0.8036 1.0319
20 O -0.7180 1.6264 1.5828